Record 1
C12H25EuNO4 | ωB97M-V with the def2-TZVPD basis set

**Orbital gap (spin up / spin down)**: 0.081 / 0.090 Eh
**2S+1**: 8
**LUMO level (spin up / spin down)**: -10.012 / -9.779 eV
**Charge**: +2
**Highest occupied orbital energy (spin up / spin down)**: -0.449 / -0.449 Eh

Geometry as XYZ:
```
43
Properties=species:S:1:pos:R:3:forces:R:3
C 5.4260 2.2899 -0.0552 -0.3 0.7 0.1
C 4.3705 1.0953 -0.5618 1.7 1.1 1.9
O 4.0869 0.2878 0.6348 -1.9 -0.4 -3.8
C 3.0987 -0.7962 0.3268 -1.5 -3.5 -4.2
O 2.9792 -1.3461 -0.8937 1.4 4.5 7.4
C 2.1846 -1.2720 1.6438 1.5 -0.1 -0.7
C 1.1508 -2.4985 1.3066 -0.3 -0.1 1.1
C -0.3811 -1.9194 1.4233 -0.4 -0.3 -0.3
C -1.3557 -2.3172 0.1533 -1.6 0.9 1.2
C -2.8330 -1.6001 0.4656 -0.5 -0.9 1.0
O -2.7511 -0.1339 0.5892 -0.9 -1.4 -1.8
C -3.5089 0.5558 -0.4685 0.8 1.6 -0.7
C -2.8150 2.0576 -0.6446 -0.7 0.5 -0.1
C -3.8631 3.2842 -0.2505 1.1 0.1 -0.6
N -3.8888 3.6156 1.2273 0.7 -0.6 -0.7
O -0.9029 -1.7528 -1.1295 0.6 -2.5 0.4
C -0.4101 -2.7869 -2.0525 0.7 -0.3 -1.3
H 5.8427 2.0615 1.0393 -0.8 0.3 -2.6
H 4.8943 3.3499 0.0103 1.0 -2.3 -0.1
H 6.3375 2.4079 -0.7988 -1.4 -0.3 1.4
H 3.4420 1.6595 -1.0071 0.9 -1.4 0.7
H 4.9604 0.4935 -1.3817 -1.1 -0.1 1.6
H 2.9538 -1.6442 2.4439 -1.2 1.0 -1.5
H 1.6825 -0.2909 2.0386 0.9 -1.9 -0.8
H 1.3839 -3.0839 0.3175 -0.4 1.6 1.9
H 1.2766 -3.2933 2.1886 -0.1 1.8 -2.0
H -0.3888 -0.7466 1.5323 0.0 -2.3 -0.4
H -0.8626 -2.3544 2.4207 0.9 0.9 -2.3
H -1.5612 -3.4818 0.1131 0.6 2.3 -0.1
H -3.6529 -1.9116 -0.3149 1.8 0.6 1.3
H -3.2278 -1.9973 1.5195 1.0 0.7 -2.2
H -3.4055 0.0238 -1.5070 -0.3 0.7 2.1
H -4.6356 0.7038 -0.1839 2.1 -0.5 -0.4
H -2.4950 2.2650 -1.7654 -0.6 -0.7 2.2
H -1.8722 2.1547 0.0508 -1.8 -0.3 -1.4
H -3.4569 4.2476 -0.8064 -1.1 -1.9 1.1
H -4.9368 3.0411 -0.6616 2.1 0.5 0.9
H -3.7930 2.7572 1.8198 -0.1 1.0 -0.9
H -3.0871 4.2434 1.4562 -0.9 -0.9 -0.3
H -1.2211 -3.5620 -2.3994 1.3 1.6 0.9
H 0.5063 -3.4062 -1.6524 -1.8 1.3 -0.5
H -0.0338 -2.2332 -3.0381 -0.9 -1.1 2.2
Eu 4.7632 1.8330 -3.1484 -0.1 0.1 0.0
```
Forces are in eV/Å.

Atomic partial charges in e from the Löwdin method, atoms 1 to 8: number 1, C, carries -0.0861; number 2, C, carries -0.3622; number 3, O, carries -0.0574; number 4, C, carries -0.1824; number 5, O, carries -0.0187; number 6, C, carries -0.0717; number 7, C, carries -0.1608; number 8, C, carries -0.1307

Record 2
C12H25FNNaO7P | ωB97M-V with the def2-TZVPD basis set

**Orbital gap**: 0.242 Eh
**LUMO level**: -4.262 eV
**Charge**: +1
**Highest occupied orbital energy**: -0.399 Eh

Geometry as XYZ:
```
48
Properties=species:S:1:pos:R:3:forces:R:3
C 7.2302 -1.8309 -0.0376 -0.1 1.0 0.6
C 6.2600 -0.7671 0.6706 0.8 -1.2 0.3
O 4.8968 -1.1319 0.5573 0.9 0.4 -0.1
C 4.2366 -0.4141 -0.4996 -0.7 -0.6 -0.5
C 3.2174 0.5461 0.0463 0.4 0.4 0.1
O 2.2440 -0.1326 0.8180 0.2 -0.2 0.1
O 0.9652 0.0338 0.2165 -0.6 -0.1 -0.2
P 0.1296 1.1894 1.0473 1.1 0.3 0.6
O 0.5530 1.3290 2.4266 0.0 0.0 0.4
O 0.4183 2.5176 0.2304 -0.7 -0.6 -0.5
C -0.1310 2.5757 -1.1165 0.6 0.9 0.0
C 0.9551 3.1213 -2.0374 -0.3 0.4 0.1
F 1.2033 2.2629 -3.0882 0.2 -0.3 0.0
O -1.3451 0.7450 0.7661 0.2 0.1 -0.1
C -2.1875 0.5329 1.9308 -1.1 -0.6 -0.2
C -3.3723 -0.3495 1.5403 -0.3 0.3 0.6
C -4.6678 0.4219 1.2340 0.0 -0.5 -0.7
C -5.1128 0.3491 -0.2320 -0.7 0.7 0.2
N -6.0152 -0.7804 -0.5077 0.3 -0.4 -0.3
C -5.6023 -1.6251 -1.5769 -0.4 0.0 -0.7
C -4.8550 -2.8912 -1.2010 -0.2 0.1 0.0
O -5.8548 -1.3600 -2.7328 0.5 0.1 0.9
H 7.4689 -1.5532 -1.0533 -0.1 -0.2 -0.2
H 8.1686 -1.8106 0.5464 -0.1 -0.1 -0.4
H 6.8133 -2.8679 -0.0174 0.5 0.9 -1.3
H 6.5229 -0.7754 1.7579 -0.3 0.4 -0.5
H 6.4816 0.2363 0.3292 0.0 0.1 -0.1
H 4.9539 0.1039 -1.1328 0.2 0.2 0.1
H 3.7476 -1.1427 -1.1442 -0.1 -0.2 0.1
H 2.7532 1.0808 -0.7764 -0.1 0.0 -0.1
H 3.7126 1.2752 0.6937 -0.1 0.1 0.1
H -0.9334 3.3045 -1.0905 -0.3 -0.2 0.1
H -0.4953 1.6168 -1.4707 0.0 -0.1 0.0
H 0.6642 4.0801 -2.4594 -0.1 0.0 -0.2
H 1.8564 3.3011 -1.4555 0.2 -0.2 0.0
H -1.6526 0.0618 2.7440 0.5 0.1 -0.1
H -2.5754 1.4884 2.2657 0.2 0.3 0.1
H -3.1078 -1.0182 0.7256 0.1 0.0 -0.1
H -3.5631 -0.9887 2.4006 0.1 -0.1 0.1
H -5.4778 0.0067 1.8307 -0.1 0.1 0.2
H -4.5969 1.4727 1.5032 0.2 0.1 0.2
H -5.6564 1.2695 -0.4414 0.0 0.1 -0.2
H -4.2559 0.3274 -0.9039 0.1 -0.1 -0.1
H -6.2353 -1.3136 0.3211 0.3 0.0 0.1
H -4.2676 -3.2567 -2.0339 0.0 0.0 -0.2
H -5.5933 -3.6510 -0.9462 0.0 -0.1 0.1
H -4.2066 -2.7454 -0.3425 0.0 0.0 0.1
Na 6.3086 -2.8438 1.6957 -1.1 -1.0 1.9
```
Forces are in eV/Å.

Atomic partial charges in e from the Löwdin method, atoms 1 to 8: number 1, C, carries -0.0420; number 2, C, carries -0.2467; number 3, O, carries -0.1459; number 4, C, carries -0.1461; number 5, C, carries -0.1550; number 6, O, carries -0.0979; number 7, O, carries -0.1471; number 8, P, carries 0.4038

Record 3
C12H25FO2S | ωB97M-V with the def2-TZVPD basis set

**Orbital gap**: 0.420 Eh
**LUMO level**: 0.661 eV
**ΔE to the lowest compared entry with this formula, charge and spin**: 0.0 kcal per mole
**Charge**: 0
**Structure (SMILES)**: CCCCCCCCCCCCS(=O)(=O)F
**Highest occupied orbital energy**: -0.396 Eh

Geometry as XYZ:
```
41
Properties=species:S:1:pos:R:3:forces:R:3
C 0.2680 3.1145 1.2529 0.8 0.3 0.0
C -0.3833 2.3547 0.1083 0.8 0.1 -2.0
C -1.9303 2.3391 0.0624 0.1 -0.2 0.3
C -2.5260 1.5203 -1.1196 -0.6 0.1 -0.3
C -2.0389 0.0799 -1.3021 -0.2 0.3 1.5
C -2.4287 -0.7531 -0.0516 -1.0 -0.3 1.1
C -2.1114 -2.2718 -0.0948 -1.1 0.3 -1.8
C -0.6645 -2.5190 -0.5053 -0.2 -1.2 -0.1
C 0.3509 -1.9098 0.4264 -0.1 0.7 0.3
C 1.7773 -2.3207 0.1172 0.8 -0.3 0.3
C 2.8321 -1.5718 0.9784 -0.5 0.1 -0.5
C 2.7165 -0.0203 0.8943 -0.5 -0.9 -0.1
S 2.9460 0.6979 -0.7257 -0.3 -0.3 -1.0
O 3.1809 2.1042 -0.5807 0.4 -1.0 -0.1
O 1.9794 0.2419 -1.6855 0.4 0.2 0.8
F 4.2960 -0.0682 -1.1952 -0.6 0.9 0.6
H -0.0850 4.1303 1.3530 -0.4 0.4 -0.1
H 0.0986 2.6518 2.2128 -0.2 -0.4 0.4
H 1.3760 3.2321 1.1649 -0.8 -0.4 -0.3
H 0.0310 1.3259 0.0894 -0.5 0.3 0.1
H 0.0092 2.7688 -0.8863 -0.5 -0.4 1.2
H -2.2610 1.9665 1.0611 -0.2 0.3 -0.7
H -2.3023 3.3760 -0.0800 0.2 -0.5 0.4
H -2.2982 2.0730 -2.0479 -0.1 -0.1 0.3
H -3.6513 1.4445 -1.0766 1.0 0.5 0.2
H -2.4458 -0.3205 -2.2296 -0.3 -0.3 0.1
H -0.9845 0.0903 -1.4526 1.0 -0.1 -0.1
H -2.0308 -0.4067 0.9750 -0.3 0.2 -1.8
H -3.5525 -0.6345 0.0328 1.1 -0.2 0.1
H -2.4019 -2.7517 0.8424 0.3 0.1 0.1
H -2.8051 -2.7180 -0.8832 0.9 0.3 0.8
H -0.5199 -2.1371 -1.5200 0.1 0.1 0.1
H -0.4744 -3.6099 -0.5854 -0.1 0.4 0.1
H 0.0899 -2.0703 1.4830 0.1 -0.4 -0.1
H 0.2500 -0.8187 0.3403 0.2 -0.2 -0.2
H 1.9784 -2.1863 -0.9544 0.0 0.2 0.2
H 1.9822 -3.3984 0.2892 -0.5 0.4 0.0
H 2.7997 -1.9613 2.0195 -0.3 0.8 -0.4
H 3.8098 -1.8549 0.6285 0.5 -0.1 -0.2
H 1.6882 0.3092 1.1234 0.5 0.1 0.1
H 3.4357 0.4820 1.5211 0.1 0.2 0.3
```
Forces are in eV/Å.

Atomic partial charges in e from the Löwdin method, atoms 1 to 8: number 1, C, carries -0.1197; number 2, C, carries -0.2747; number 3, C, carries -0.2070; number 4, C, carries -0.2186; number 5, C, carries -0.2194; number 6, C, carries -0.2125; number 7, C, carries -0.2195; number 8, C, carries -0.2290

Record 4
C12H25N4O4P | ωB97M-V with the def2-TZVPD basis set

**Orbital gap**: 0.217 Eh
**LUMO level**: -0.631 eV
**Charge**: 0
**Highest occupied orbital energy**: -0.241 Eh

Geometry as XYZ:
```
46
Properties=species:S:1:pos:R:3:forces:R:3
C 3.8023 1.7796 -0.0745 -1.2 0.0 0.0
C 3.0616 0.5200 0.5139 1.4 0.2 -0.4
C 2.3173 -0.3143 -0.5583 1.4 0.2 1.3
N 0.8103 -0.0990 -0.6363 2.0 0.2 -1.5
C 0.5391 -0.5796 -2.0548 -0.6 -0.8 -2.1
N 0.7188 0.4765 -3.0461 0.3 -0.2 0.4
C 0.4822 1.3675 -0.5532 -1.8 2.0 0.8
C 0.0084 1.7052 0.9175 2.0 -0.1 -1.0
C -0.1109 0.3223 1.6688 0.2 3.0 -1.9
C 0.0748 -0.7008 0.4800 -3.3 -0.9 3.2
O 0.6874 -1.8752 1.1373 0.5 0.0 -1.5
C -0.0103 -2.3172 2.1609 1.7 1.2 -2.0
N -0.4083 -2.6695 3.1602 -1.0 -1.1 2.0
P -1.7501 -1.3047 0.2793 -0.5 -0.3 0.3
C -1.7633 -2.8814 -0.7529 -0.3 1.2 -0.2
C -2.7613 0.0278 -0.5968 -0.4 -0.9 -0.3
C -3.0558 -0.1962 -2.1094 0.3 1.3 -0.3
H 3.1882 2.6713 0.1468 0.6 -0.2 0.0
H 3.8603 1.7308 -1.1784 0.2 -0.1 0.5
H 4.8137 1.8876 0.3344 -0.4 0.1 -0.1
H 3.8802 -0.1225 0.8883 -0.6 0.0 -0.1
H 2.4819 0.8064 1.3984 0.0 -0.3 -0.4
H 2.7956 -0.0855 -1.5240 -0.7 0.1 0.2
H 2.5483 -1.3778 -0.3807 -0.8 0.3 0.0
H 1.2327 -1.3890 -2.3392 -0.3 0.0 1.0
H -0.4716 -0.9790 -2.1921 0.2 0.4 0.7
H 0.0999 0.3377 -3.8369 0.0 0.1 0.2
H 1.6716 0.4791 -3.3976 -0.2 0.1 0.0
H -0.3998 1.6813 -1.1360 0.4 -1.2 -0.4
H 1.2445 2.0236 -0.9923 0.3 -0.7 0.5
H 0.8336 2.3302 1.3008 -0.7 -0.2 0.5
H -0.8853 2.3298 0.8130 0.1 -0.4 0.5
H 0.6984 0.3474 2.4108 -0.5 -0.8 -0.1
H -1.1092 0.3645 2.1352 0.5 -0.8 0.2
H -2.8221 -3.1984 -0.7328 0.5 0.0 0.1
H -1.1587 -3.6173 -0.2070 -0.1 0.2 -0.4
H -1.4863 -2.7504 -1.8094 0.1 -0.4 0.3
H -2.3838 1.0324 -0.3487 0.0 -0.5 -0.2
H -3.7306 -0.0266 -0.0675 0.5 0.0 0.0
H -2.5636 -1.0562 -2.5851 -0.3 0.1 0.4
H -4.1371 -0.2444 -2.3044 0.4 -0.2 0.1
H -2.7012 0.6982 -2.6634 -0.2 -0.5 0.1
N -2.0369 0.7142 4.5916 0.0 -0.3 0.1
O -1.2985 1.6990 4.3526 0.3 0.2 -0.3
O -1.7930 -0.0297 5.5482 0.0 0.1 0.0
O -3.0135 0.4825 3.8403 0.0 0.0 -0.3
```
Forces are in eV/Å.

Atomic partial charges in e from the Löwdin method, atoms 1 to 8: number 1, C, carries -0.0827; number 2, C, carries -0.1803; number 3, C, carries -0.1037; number 4, N, carries -0.1275; number 5, C, carries -0.1795; number 6, N, carries 0.0505; number 7, C, carries -0.1091; number 8, C, carries -0.1034

Record 5
C12H25NO4Si | ωB97M-V with the def2-TZVPD basis set

**Orbital gap**: 0.332 Eh
**LUMO level**: 0.236 eV
**ΔE to the lowest compared entry with this formula, charge and spin**: 131.1 kcal per mole
**Charge**: 0
**Structure (SMILES)**: C[Si](C)(C)/C=C/CN1C[C@H](O)[C@@H](O)[C@H](O)[C@H]1CO
**Highest occupied orbital energy**: -0.323 Eh

Geometry as XYZ:
```
43
Properties=species:S:1:pos:R:3:forces:R:3
C 1.7418 4.9171 -0.4745 1.8 0.9 0.9
Si 1.7778 3.5066 0.7378 1.3 -0.8 0.8
C 1.2589 4.1589 2.4596 -0.3 -2.3 -0.8
C 3.4606 2.5108 0.9358 -0.4 -0.5 -1.9
C 0.5667 2.2969 0.1491 -0.8 -1.8 -0.8
C 0.6525 0.9609 0.2971 -0.5 1.4 1.0
C -0.4374 -0.0795 0.2045 0.7 0.5 -3.7
N 0.1138 -1.3580 -0.3028 -1.0 0.7 -2.1
C 0.3496 -2.2924 0.7321 0.1 -1.0 1.2
C -0.9440 -3.0364 1.1974 -1.4 1.7 0.7
O -0.5792 -4.0932 2.0455 0.0 -0.4 0.3
C -1.9450 -3.4451 0.0985 0.4 0.4 -0.9
O -3.2519 -3.6683 0.6651 1.1 -0.6 0.6
C -1.9991 -2.4410 -1.0662 0.0 2.1 1.9
O -2.8719 -2.8998 -2.0244 0.9 -1.2 -2.8
C -0.5877 -1.9390 -1.5077 1.2 -3.0 1.1
C -0.5413 -1.0778 -2.7176 -0.6 3.6 1.8
O -0.9913 -1.5383 -3.9102 0.5 -1.0 -1.5
H 2.0087 5.8989 0.0081 -1.1 -0.7 -0.4
H 0.9167 4.8598 -1.1413 -1.3 0.6 0.0
H 2.5496 4.8631 -1.1724 1.0 -0.5 -0.5
H 0.9658 5.1550 2.1747 -0.2 0.6 1.0
H 2.1952 4.0102 2.9988 -0.2 0.8 0.5
H 0.4612 3.4919 2.9390 1.0 1.3 -0.7
H 4.3078 2.9949 0.4045 -0.5 -0.2 0.2
H 3.3786 1.4463 0.4765 0.1 1.8 0.8
H 3.7611 2.4242 1.9588 0.1 -0.2 0.7
H -0.3020 2.6817 -0.3500 -0.8 0.2 0.0
H 1.5833 0.6830 0.7471 0.3 -1.0 0.2
H -1.2388 0.2779 -0.4976 0.8 -0.1 0.5
H -0.9469 -0.2504 1.0833 -0.8 -0.1 2.4
H 1.1050 -3.0316 0.4801 0.0 -0.3 -0.5
H 0.8603 -1.7529 1.5733 -0.9 -0.4 -0.4
H -1.5786 -2.2411 1.7353 0.8 -1.0 -0.2
H -1.3363 -4.5324 2.4745 0.2 0.6 -0.5
H -1.6786 -4.3769 -0.3991 0.3 -0.3 0.2
H -3.9373 -3.1228 0.3017 -0.2 0.6 -0.3
H -2.4791 -1.4996 -0.7563 0.2 0.1 0.8
H -3.7740 -2.8171 -1.7732 -0.9 0.2 0.4
H 0.0096 -2.8251 -1.7906 -0.1 -0.1 0.4
H -1.2192 -0.2618 -2.3786 0.3 0.5 -0.5
H 0.4280 -0.5927 -2.8748 0.0 -0.4 0.3
H -1.8131 -1.9652 -3.7410 -1.2 -0.7 -0.1
```
Forces are in eV/Å.

Atomic partial charges in e from the Löwdin method, atoms 1 to 8: number 1, C, carries -0.1851; number 2, Si, carries 0.5216; number 3, C, carries -0.1734; number 4, C, carries -0.1702; number 5, C, carries -0.1737; number 6, C, carries -0.1234; number 7, C, carries -0.1654; number 8, N, carries -0.1086